(1)
DFT (ωB97M-V/def2-TZVPD) results for a cluster of 2 separate species, C3H7NO2 in total.

```
! RIJCOSX wB97M-V def2-TZVPD def2/J DEFGRID3
* xyz 0 1
C 0.8485 0.2379 0.4762
C -0.4382 0.5413 0.2946
C -1.0804 1.8761 0.5315
N -1.4040 -0.4808 -0.0552
O -0.9648 -1.4532 -0.6288
H 1.2432 -0.7551 0.2760
H 1.5465 0.9955 0.8217
H -2.0219 1.7549 1.0758
H -0.4206 2.5332 1.1036
H -1.3134 2.3687 -0.4197
O 1.7878 -2.3006 -1.2136
H 0.8616 -2.0259 -1.2988
H 1.7354 -3.1669 -0.7934
*
```

Values from the calculation:
* total energy: -8806.6088 eV
* energy relative to the best compared isomer or geometry (same formula, charge and spin): 3.9201 eV
* HOMO energy (alpha / beta): -9.499 / -9.498 eV
* frontier orbital gap (alpha / beta): 0.3176 / 0.3176 Ha



(2)
DFT (ωB97M-V/def2-TZVPD) results for a cluster of 4 separate species, C3H14NO4 in total at a distorted geometry.

```
! RIJCOSX wB97M-V def2-TZVPD def2/J DEFGRID3
* xyz 2 2
O -0.8044 1.0368 -2.4898
C -1.5066 0.8291 -1.5392
C -1.0474 0.5899 -0.0686
C -1.4306 -0.8212 0.3402
N 0.4943 0.5381 -0.3361
H -2.5820 0.6481 -1.7351
H -1.3594 1.3215 0.7855
H -1.1327 -1.5939 -0.4192
H -2.5355 -1.0173 0.3188
H -1.1509 -1.4340 1.3219
H 0.8915 1.5012 -0.5090
H 0.7130 0.0677 -1.3635
H 0.9706 -0.1019 0.2600
H 2.6566 -1.4990 -1.9857
H 1.5923 -0.8684 -3.0609
O 1.6920 -1.2885 -2.1600
H 0.2368 2.0536 2.5107
H 0.8730 3.2105 1.8591
O 0.5009 2.5184 1.6735
H 1.2233 -1.3179 2.6588
H 0.8690 -2.6565 2.0132
O 0.8360 -1.7164 1.9253
*
```

Values from the calculation:
* total energy: -12995.4386 eV
* energy relative to the best compared isomer or geometry (same formula, charge and spin): 2.6868 eV
* <S²>: 0.758
* HOMO energy (alpha / beta): -19.123 / -19.055 eV
* frontier orbital gap (alpha / beta): 0.3258 / 0.1759 Ha



(3)
DFT (ωB97M-V/def2-TZVPD) results for a structure of composition C45H61BGe2N3O4RbSSb.

```
! RIJCOSX wB97M-V def2-TZVPD def2/J DEFGRID3
* xyz -2 2
Rb -1.2017 -0.4774 0.2258
O 0.6048 4.1774 1.3302
C -0.2948 4.7475 2.1462
C 0.0273 5.9656 2.7506
C -0.8736 6.5829 3.5975
C -2.1117 6.0014 3.8552
C -2.4329 4.7976 3.2498
C -1.5438 4.1521 2.3947
C -1.8827 2.8423 1.7453
O -0.9412 2.2165 1.1580
N -3.1555 2.4917 1.8275
N -3.3947 1.2897 1.2235
C -4.6192 1.0253 1.0014
C -5.0306 -0.2171 0.3252
C -6.3893 -0.4837 0.1594
C -6.7750 -1.6435 -0.4907
C -5.7984 -2.5066 -0.9569
C -4.4671 -2.1625 -0.7496
N -4.0892 -1.0525 -0.1310
H 0.1807 3.2915 1.0827
H 0.9955 6.4023 2.5380
H -0.6077 7.5257 4.0629
H -2.8163 6.4838 4.5212
H -3.3885 4.3204 3.4207
H -5.4019 1.7319 1.2894
H -7.1225 0.2176 0.5384
H -7.8258 -1.8695 -0.6304
H -6.0491 -3.4264 -1.4677
H -3.6655 -2.8128 -1.0864
C -0.1378 3.0187 -2.4775
C -1.5089 2.5756 -2.9871
Ge -1.6199 0.5622 -3.1019
C -3.5158 0.2069 -3.6438
C -3.9273 0.9061 -4.9385
C -0.5468 0.1807 -4.7296
C 0.2113 -0.9253 -4.6636
Ge -0.0310 -1.8857 -2.8984
C 1.7474 -1.6213 -1.9954
C 2.9678 -2.1534 -2.7453
C -0.0991 -3.8576 -3.3011
C -1.3646 -4.2262 -4.0731
C 1.1573 -1.2869 -5.7460
C 1.2366 -2.5825 -6.2637
C 2.1351 -2.9020 -7.2704
C 2.9948 -1.9378 -7.7808
C 2.9386 -0.6469 -7.2707
C 2.0331 -0.3286 -6.2701
H -0.0285 4.1077 -2.4408
H 0.6625 2.6246 -3.1123
H 0.0341 2.6432 -1.4653
H -1.7059 3.0067 -3.9765
H -2.2942 2.9297 -2.3124
H -4.1632 0.5130 -2.8158
H -3.6263 -0.8769 -3.7430
H -3.8362 1.9917 -4.8470
H -4.9643 0.6868 -5.2211
H -3.2858 0.5965 -5.7675
H -0.4872 0.8128 -5.6251
H 1.6922 -2.0826 -1.0023
H 1.8471 -0.5426 -1.8278
H 2.8824 -3.2275 -2.9287
H 3.8962 -1.9897 -2.1836
H 3.0823 -1.6688 -3.7179
H -0.1094 -4.3582 -2.3290
H 0.8015 -4.1896 -3.8306
H -2.2500 -3.9379 -3.5003
H -1.4408 -5.3004 -4.2756
H -1.4248 -3.7020 -5.0320
H 0.5779 -3.3429 -5.8656
H 2.1697 -3.9147 -7.6562
H 3.7048 -2.1917 -8.5591
H 3.6106 0.1152 -7.6494
H 2.0015 0.6743 -5.8605
C 4.7064 -0.9839 3.3507
C 3.2518 -1.2895 3.0113
C 3.1260 -2.6422 2.3122
Sb 2.2092 0.2295 1.8369
C 1.7045 1.5785 3.4674
C 2.8209 1.8176 4.4748
C 0.4332 1.0759 4.1487
C 3.9501 1.2791 1.0751
C 4.5899 0.4469 -0.0342
C 3.5393 2.6547 0.5593
H 5.1048 -1.7500 4.0274
H 4.8324 -0.0144 3.8348
H 5.3331 -0.9918 2.4559
H 2.6719 -1.3210 3.9387
H 3.6254 -2.6311 1.3379
H 2.0842 -2.9212 2.1543
H 3.5944 -3.4334 2.9106
H 1.4763 2.5174 2.9575
H 3.0694 0.9009 5.0173
H 2.5045 2.5577 5.2194
H 3.7326 2.1918 4.0015
H 0.5833 0.1025 4.6243
H -0.3900 0.9863 3.4370
H 0.1159 1.7741 4.9312
H 4.6570 1.3955 1.9011
H 3.9030 0.3314 -0.8766
H 4.8602 -0.5576 0.2998
H 5.4992 0.9296 -0.4116
H 2.8014 2.5693 -0.2436
H 4.4056 3.1885 0.1502
H 3.0936 3.2776 1.3359
S -2.0820 -4.6298 0.3669
C -1.6573 -3.5929 1.5092
O 0.0232 -3.2337 3.4163
B -1.3139 -3.1892 2.8549
O -2.1641 -2.5149 3.8092
C -1.3672 -2.1810 4.8485
C -1.7005 -1.5019 5.9972
C -0.6899 -1.2984 6.9471
C 0.5936 -1.7753 6.7402
C 0.9279 -2.4624 5.5646
C -0.0625 -2.6347 4.6250
H -2.7073 -1.1348 6.1475
H -0.9197 -0.7576 7.8569
H 1.3557 -1.6080 7.4917
H 1.9276 -2.8383 5.3911
*
```

Values from the calculation:
* total energy: -192052.3132 eV
* energy relative to the best compared isomer or geometry (same formula, charge and spin): 1.0828 eV
* <S²>: 0.759
* HOMO energy (alpha / beta): -0.328 / -1.026 eV
* frontier orbital gap (alpha / beta): 0.1471 / 0.1726 Ha